[1]
{"formula": "H12O6", "method": "ωB97M-V/def2-TZVPD", "smiles": "O.O.O.O.O.O", "de_lowest_kj_mol": 81.1, "energy_ev": -12480.273, "homo_ev": -11.3, "elements": ["O", "H", "H", "O", "H", "H", "O", "H", "H", "O", "H", "H", "O", "H", "H", "O", "H", "H"], "coordinates": [[1.887, -1.099, 1.913], [1.172, -1.644, 1.558], [1.542, -0.758, 2.741], [0.884, 2.524, -1.157], [1.156, 3.308, -0.674], [1.428, 1.785, -0.814], [2.333, 0.236, -0.980], [2.031, -0.284, -1.725], [2.538, -0.294, -0.203], [-1.773, 1.091, -0.644], [-1.076, 1.765, -0.552], [-2.548, 1.665, -0.685], [-1.874, -1.661, -1.191], [-1.106, -1.105, -0.963], [-2.521, -0.999, -1.444], [-1.066, -1.574, 1.877], [-1.543, -2.218, 1.335], [-1.465, -0.738, 1.607]], "atomic_forces_ev_per_a": [[0.2629, -0.1187, -0.4132], [-0.1663, 0.1813, 0.2710], [-0.1035, 0.0014, 0.0196], [-0.3177, -0.1150, 0.3256], [0.0998, 0.0587, 0.0203], [-0.0252, 0.1441, -0.3244], [0.1612, 0.7133, 0.1071], [0.0655, -0.4183, 0.2056], [-0.2136, -0.4250, -0.0465], [-0.0914, 0.8567, 0.2966], [0.4926, -0.3601, -0.2774], [-0.2167, -0.3212, -0.0362], [0.5644, -0.0264, 0.2042], [-0.4799, -0.2663, -0.1269], [-0.0709, 0.0820, -0.0347], [-0.1227, -0.1181, -0.1665], [0.0830, 0.0665, 0.0141], [0.0785, 0.0651, -0.0381]], "lowdin_charge": [-0.06, 0.02, 0.04, -0.08, 0.04, 0.00, -0.04, 0.06, 0.03, -0.06, 0.02, 0.05, -0.07, 0.02, 0.02, -0.06, 0.04, 0.03]}



[2]
{"formula": "H12O6", "method": "ωB97M-V/def2-TZVPD", "smiles": "O.O.O.O.O.O", "de_lowest_kj_mol": 110.0, "energy_ev": -12479.974, "homo_ev": -10.8, "elements": ["O", "H", "H", "O", "H", "H", "O", "H", "H", "O", "H", "H", "O", "H", "H", "O", "H", "H"], "coordinates": [[-0.062, 2.073, 1.657], [-0.043, 1.199, 1.267], [-0.405, 1.935, 2.540], [-2.273, -0.364, 1.915], [-1.558, -0.567, 1.313], [-1.840, -0.019, 2.696], [3.080, -0.539, 1.116], [3.299, -1.113, 1.850], [2.205, -0.819, 0.845], [0.768, -2.132, -2.054], [0.077, -2.664, -2.447], [0.917, -1.428, -2.685], [-0.358, -0.447, -0.017], [-0.047, -1.154, -0.582], [-0.718, 0.203, -0.621], [-1.053, 1.560, -2.222], [-0.967, 2.218, -1.533], [-1.022, 2.060, -3.038]], "atomic_forces_ev_per_a": [[0.0673, 0.3776, -0.0790], [0.1421, -0.4043, -0.1755], [-0.0930, 0.0957, 0.1689], [-0.5914, 0.0570, 0.4979], [0.3641, -0.1741, -0.5248], [-0.0599, 0.0047, 0.2308], [0.1763, 0.1357, -0.0694], [0.1005, -0.1208, 0.1818], [-0.3227, 0.0105, -0.1383], [-0.0099, -0.0210, 0.3502], [-0.1986, -0.2594, -0.1191], [0.1486, 0.2790, -0.2034], [0.1046, 0.2537, 0.6391], [0.3508, -0.5165, -0.4641], [-0.2050, 0.2219, -0.4465], [0.0151, -0.3234, 0.1082], [0.0132, 0.3369, 0.2767], [-0.0020, 0.0469, -0.2337]], "lowdin_charge": [-0.05, -0.02, 0.03, -0.06, -0.03, 0.02, -0.05, 0.03, 0.01, -0.03, 0.06, 0.05, -0.04, 0.02, 0.02, -0.04, 0.04, 0.04]}



[3]
{"formula": "H12O6", "method": "ωB97M-V/def2-TZVPD", "smiles": "O.O.O.O.O.O", "de_lowest_kj_mol": 166.0, "energy_ev": -12479.393, "homo_ev": -10.3, "elements": ["O", "H", "H", "O", "H", "H", "O", "H", "H", "O", "H", "H", "O", "H", "H", "O", "H", "H"], "coordinates": [[-2.534, -0.755, -4.654], [-3.333, -1.240, -4.904], [-2.183, -0.634, -5.534], [1.831, -0.173, -0.659], [1.376, 0.474, -0.112], [1.216, -0.663, -1.206], [4.896, -4.150, -4.327], [5.063, -4.860, -4.939], [4.265, -3.526, -4.697], [-1.153, 2.088, 6.097], [-0.705, 1.810, 6.899], [-1.713, 2.845, 6.292], [-1.596, 1.938, 3.071], [-1.228, 1.928, 3.953], [-1.802, 2.773, 2.662], [-0.581, 0.509, 0.429], [-1.146, 1.261, 0.249], [-0.673, 0.374, 1.380]], "atomic_forces_ev_per_a": [[-0.6016, -0.3665, -0.2912], [-0.1210, -0.0181, 0.6162], [0.7230, 0.3878, -0.3253], [1.3285, -0.0940, -0.1362], [-0.6592, -0.3876, -0.3312], [-0.4449, 0.3390, 0.3239], [0.1716, 0.3464, 0.7594], [-0.2031, -0.0781, -0.4800], [0.0360, -0.2716, -0.2772], [-0.0260, -0.0758, -0.5335], [-0.0880, 0.1755, 0.1241], [0.1105, -0.0879, 0.2937], [-0.2769, -1.4652, -1.0028], [0.0209, 0.8675, 0.3686], [0.2853, 0.5385, 0.7155], [-0.0487, -0.0324, 0.1772], [-0.1282, 0.1069, -0.0244], [-0.0782, 0.1155, 0.0232]], "lowdin_charge": [-0.06, 0.04, 0.02, -0.08, 0.00, 0.02, -0.05, 0.02, 0.03, -0.04, 0.05, 0.05, -0.04, 0.00, 0.03, -0.05, 0.04, 0.04]}



[4]
{"formula": "H12O6", "method": "ωB97M-V/def2-TZVPD", "smiles": "O.O.O.O.O.O", "de_lowest_kj_mol": 170.2, "energy_ev": -12479.350, "homo_ev": -10.8, "elements": ["O", "H", "H", "O", "H", "H", "O", "H", "H", "O", "H", "H", "O", "H", "H", "O", "H", "H"], "coordinates": [[0.240, 0.306, 1.473], [-0.562, 0.808, 1.500], [0.293, 0.040, 0.540], [-1.247, 1.944, -0.307], [-1.287, 2.697, -0.935], [-1.602, 2.499, 0.404], [-6.764, -1.155, -4.349], [-7.370, -1.584, -4.918], [-7.182, -0.726, -3.608], [1.343, -0.083, -1.325], [2.170, 0.027, -0.846], [1.508, -0.923, -1.814], [4.524, -1.170, 1.200], [4.033, -0.372, 1.328], [4.513, -1.709, 1.997], [2.159, 0.045, 3.324], [1.388, -0.063, 3.861], [1.874, 0.516, 2.520]], "atomic_forces_ev_per_a": [[0.4394, -0.5686, -0.3558], [-0.5698, 0.4487, 0.0034], [0.1110, 0.0865, 0.0551], [-0.6012, 1.9481, -0.2663], [0.4641, -1.0846, -0.5232], [-0.0483, -0.6879, 0.7099], [1.8408, 0.4657, 0.4099], [-1.2359, -0.4146, -0.4389], [-0.6054, -0.0512, 0.0282], [0.2717, -1.0860, -0.4577], [0.1095, 0.1598, 0.0860], [-0.3666, 0.8765, 0.4592], [0.7573, -0.8754, -0.7892], [-0.4503, 0.4240, 0.7509], [-0.3513, 0.4764, 0.0820], [1.4115, 0.4038, -0.5563], [-0.7640, -0.0589, 0.1819], [-0.4126, -0.4623, 0.6207]], "lowdin_charge": [-0.05, 0.01, 0.02, -0.06, 0.06, 0.04, -0.04, 0.01, 0.03, -0.06, 0.03, 0.07, -0.05, 0.00, 0.04, -0.08, 0.01, 0.01]}